ORCA calculation (wB97M-V/def2-TZVPD) on a cluster of 3 separate species, C4H11NO in total at a distorted geometry.

The calculation puts the total energy at -7857.7764 eV. The value obtained for the frontier orbital gap (spin up / spin down) is 8.29 / 7.32 eV. The value obtained for the relative energy (zero: lowest compared OMol25 entry of this formula, charge and spin) is 6.7772 eV. The value obtained for the LUMO energy (spin up / spin down) is 0.00491 / -0.02914 Eh.

XYZ file:
```
17
C4H11NO wB97M-V/def2-TZVPD
C 1.73 -0.91 0.36
C 2.05 0.11 -0.50
C -1.43 -1.42 0.68
C -0.75 1.83 -0.22
N -0.26 0.84 -1.13
O -0.35 -0.86 0.00
H -1.00 0.32 -1.60
H 1.67 -0.74 1.42
H 1.72 -1.93 0.01
H 2.24 -0.07 -1.54
H 2.26 1.10 -0.13
H -2.31 -0.75 0.60
H -1.72 -2.40 0.29
H -1.22 -1.52 1.75
H -1.40 1.46 0.58
H -1.33 2.56 -0.81
H 0.09 2.37 0.24
```

Löwdin population analysis, charges in e, atoms 1 to 8:
1 C -0.09
2 C -0.09
3 C -0.17
4 C -0.17
5 N 0.05
6 O -0.28
7 H 0.06
8 H 0.06



ORCA calculation (wB97M-V/def2-TZVPD) on a cluster of 2 separate species, C20H25F4N5O3 in total at a distorted geometry.

The calculation puts the total energy at -45610.8803 eV. As for the structure (SMILES): Nc1cc(NCc2ccc(F)cc2)cc(C(F)(F)F)n1.CNC(=O)[C@@H](NC(C)=O)[C@@H](C)O. The value obtained for the frontier orbital gap is 8.43 eV. The value obtained for the relative energy (zero: lowest compared OMol25 entry of this formula, charge and spin) is 0.0000 eV. The value obtained for the LUMO energy is 0.00594 Eh.

XYZ file:
```
57
C20H25F4N5O3 wB97M-V/def2-TZVPD
O -2.09 3.13 -3.76
O -4.87 0.19 -2.17
F 6.81 1.96 1.60
F -1.70 -2.97 4.76
F -1.38 -0.79 4.89
F -0.34 -2.13 6.29
N 1.48 -2.88 4.30
O -1.19 0.67 -0.11
C -2.53 3.39 -2.65
C -3.86 0.53 -2.77
C 2.45 -2.96 3.42
C 0.39 -2.14 4.00
C 4.45 1.80 1.33
C 5.90 0.11 0.40
C 2.43 -2.36 2.18
C 0.30 -1.50 2.75
C 3.33 1.11 0.84
C 4.79 -0.58 -0.09
C 5.73 1.30 1.12
C 1.33 -1.60 1.83
C 3.49 -0.09 0.12
N 3.49 -3.74 3.81
N -3.79 0.57 -4.11
N 1.22 -0.92 0.63
N -2.76 2.45 -1.73
C -2.85 4.81 -2.26
C -0.77 -2.00 5.00
C -4.88 0.20 -5.00
C 2.29 -0.84 -0.39
C -2.16 -1.28 -0.97
C -2.62 1.01 -2.01
C -2.38 0.21 -0.72
H -1.30 1.62 0.04
H 4.32 2.72 1.90
H 6.90 -0.27 0.24
H 3.27 -2.49 1.52
H -0.58 -0.91 2.50
H 2.34 1.50 1.03
H 4.94 -1.50 -0.64
H 3.27 -4.25 4.66
H 3.98 -4.22 3.07
H -2.96 0.99 -4.52
H 0.35 -0.41 0.44
H -3.20 2.73 -0.87
H -2.53 5.47 -3.06
H -2.31 5.07 -1.35
H -3.92 4.91 -2.10
H -4.68 0.57 -6.01
H -4.98 -0.89 -5.03
H -5.81 0.63 -4.64
H 1.90 -0.33 -1.28
H 2.57 -1.85 -0.70
H -1.93 -1.78 -0.02
H -3.06 -1.73 -1.38
H -1.33 -1.44 -1.66
H -1.75 0.86 -2.65
H -3.21 0.35 -0.03
```

Löwdin population analysis, charges in e, atoms 1 to 8:
1 O 0.05
2 O 0.06
3 F 0.05
4 F 0.12
5 F 0.11
6 F 0.12
7 N 0.15
8 O -0.05



ORCA calculation (wB97M-V/def2-TZVPD) on an isolated molecule of C22H24FN3O4S at a distorted geometry.

The calculation puts the total energy at -49416.6348 eV. As for the structure (SMILES): O=C1[C@H]2CCCN2c2ccc(S(=O)(=O)N3CCOCC3)cc2N1Cc1ccccc1F. The value obtained for the frontier orbital gap is 8.41 eV. The value obtained for the relative energy (zero: lowest compared OMol25 entry of this formula, charge and spin) is 1.1337 eV. The value obtained for the LUMO energy is 0.02107 Eh.

XYZ file:
```
55
C22H24FN3O4S wB97M-V/def2-TZVPD
O -4.17 -1.26 -0.82
C -3.39 -0.32 -0.81
N -2.06 -0.47 -1.02
C -1.13 0.55 -0.78
C 0.22 0.41 -1.09
C 1.11 1.40 -0.72
C 0.71 2.53 -0.03
C -0.62 2.68 0.28
C -1.56 1.72 -0.11
N -2.89 1.89 0.11
C -3.85 1.12 -0.64
C -5.17 1.24 0.15
H -5.83 1.97 -0.33
H -5.67 0.28 0.19
C -4.72 1.74 1.52
H -4.43 0.90 2.15
H -5.51 2.30 2.04
C -3.50 2.60 1.20
H -3.81 3.61 0.89
H -2.81 2.69 2.04
H -3.97 1.53 -1.66
H -0.96 3.56 0.81
H 1.44 3.27 0.23
S 2.83 1.18 -1.15
O 2.91 0.17 -2.17
O 3.41 2.47 -1.41
N 3.66 0.56 0.17
C 4.03 1.48 1.22
H 5.06 1.27 1.52
C 3.08 1.34 2.43
H 2.80 2.31 2.83
O 1.87 0.72 2.04
C 2.07 -0.62 1.63
H 1.12 -0.92 1.19
C 3.23 -0.74 0.62
H 4.09 -1.24 1.07
H 2.93 -1.29 -0.27
H 2.27 -1.24 2.51
H 3.55 0.74 3.22
H 3.99 2.47 0.78
H 0.61 -0.44 -1.62
C -1.58 -1.80 -1.38
C -0.83 -2.47 -0.26
C -1.30 -2.44 1.04
C -0.63 -3.09 2.06
C 0.53 -3.79 1.79
C 1.03 -3.84 0.50
C 0.34 -3.18 -0.50
F 0.82 -3.24 -1.76
H 1.92 -4.38 0.25
H 1.06 -4.31 2.58
H -1.01 -3.05 3.07
H -2.22 -1.91 1.26
H -0.97 -1.74 -2.28
H -2.48 -2.39 -1.60
```

Löwdin population analysis, charges in e, atoms 1 to 8:
1 O 0.08
2 C -0.38
3 N 0.03
4 C -0.09
5 C 0.01
6 C -0.27
7 C -0.06
8 C 0.01



ORCA calculation (wB97M-V/def2-TZVPD) on a cluster of 13 separate species, C46H72Br6O20 in total at a distorted geometry.

The calculation puts the total energy at -510074.2219 eV. The value obtained for the frontier orbital gap is 9.74 eV. The value obtained for the LUMO energy is -0.00168 Eh.

XYZ file:
```
144
C46H72Br6O20 wB97M-V/def2-TZVPD
Br 3.92 -3.16 1.72
C 3.91 -4.36 0.15
C 4.09 -3.54 -1.06
Br 3.85 -4.74 -2.60
H 2.94 -4.84 0.14
H 4.70 -5.10 0.30
H 5.07 -3.06 -1.02
H 3.35 -2.74 -1.10
Br 5.58 2.34 -4.20
C 3.75 3.25 -4.09
C 3.02 2.87 -2.76
Br 1.42 3.99 -2.63
H 3.07 2.81 -4.82
H 4.02 4.31 -4.13
H 3.81 3.02 -2.03
H 2.69 1.83 -2.81
Br 3.59 2.57 0.53
C 3.53 4.09 1.84
C 4.37 5.21 1.19
Br 3.42 6.17 -0.34
H 3.89 3.67 2.78
H 2.48 4.27 2.08
H 5.27 4.79 0.76
H 4.60 6.07 1.83
O 3.17 1.85 4.45
C 3.80 0.76 4.41
O 5.11 0.68 4.30
C 5.63 -0.61 4.30
C 4.48 -1.46 4.90
C 3.21 -0.63 4.70
H 6.56 -0.76 4.85
H 5.86 -0.85 3.26
H 4.71 -1.59 5.95
H 4.31 -2.41 4.40
H 2.50 -0.57 5.52
H 2.81 -0.94 3.73
O 1.06 -3.84 -1.36
C 0.27 -3.68 -2.31
O -0.42 -2.49 -2.54
C -1.36 -2.53 -3.68
C -0.95 -3.80 -4.39
C -0.11 -4.59 -3.38
H -1.15 -1.72 -4.38
H -2.44 -2.56 -3.56
H -0.39 -3.66 -5.32
H -1.83 -4.36 -4.71
H 0.80 -4.96 -3.84
H -0.69 -5.42 -2.96
O -1.18 1.02 1.90
C -0.29 0.73 1.13
O -0.48 0.38 -0.14
C 0.78 0.15 -0.76
C 1.65 -0.47 0.33
C 1.13 0.42 1.51
H 1.10 1.04 -1.30
H 0.65 -0.66 -1.48
H 2.71 -0.27 0.20
H 1.58 -1.54 0.48
H 1.64 1.38 1.51
H 1.35 -0.07 2.45
O -7.58 2.23 -0.69
C -6.61 2.54 0.01
O -5.40 2.02 -0.17
C -4.59 2.10 0.99
C -5.14 3.45 1.56
C -6.68 3.44 1.18
H -3.52 2.10 0.79
H -4.81 1.28 1.68
H -4.54 4.31 1.26
H -5.00 3.51 2.64
H -6.99 4.43 0.84
H -7.35 2.92 1.86
O 3.02 -0.71 -3.14
C 3.27 -1.42 -4.07
O 2.26 -2.32 -4.49
C 2.65 -2.96 -5.63
C 3.94 -2.24 -6.06
C 4.58 -1.70 -4.75
H 1.83 -3.01 -6.35
H 2.88 -4.00 -5.43
H 3.66 -1.40 -6.70
H 4.60 -2.98 -6.51
H 5.05 -0.73 -4.88
H 4.99 -2.51 -4.14
O -2.33 -0.96 7.31
C -2.67 -0.71 6.17
O -3.74 -1.41 5.64
C -4.10 -0.86 4.44
C -3.48 0.52 4.39
C -2.21 0.28 5.11
H -5.17 -0.65 4.34
H -3.78 -1.51 3.62
H -4.00 1.35 4.87
H -3.39 0.83 3.35
H -1.81 1.23 5.47
H -1.48 -0.19 4.46
O 0.55 6.40 3.09
C -0.32 5.58 3.33
O -1.50 5.97 3.72
C -2.41 4.93 3.83
C -1.54 3.74 3.99
C -0.24 4.07 3.20
H -3.08 4.79 2.98
H -3.10 5.01 4.67
H -2.00 2.80 3.67
H -1.35 3.54 5.05
H -0.37 3.72 2.17
H 0.61 3.68 3.75
O 0.10 -1.87 4.46
C -0.15 -2.52 3.48
O 0.58 -3.49 3.06
C 0.17 -4.09 1.82
C -1.21 -3.42 1.46
C -1.47 -2.49 2.68
H 0.03 -5.16 2.02
H 0.88 -3.92 1.02
H -1.94 -4.16 1.12
H -1.00 -2.73 0.65
H -2.27 -2.82 3.35
H -1.65 -1.44 2.47
O -5.98 -2.15 1.34
C -5.27 -1.66 0.46
O -4.02 -1.30 0.60
C -3.41 -0.88 -0.61
C -4.41 -1.35 -1.68
C -5.78 -1.29 -0.92
H -2.47 -1.34 -0.91
H -3.22 0.19 -0.59
H -4.25 -2.40 -1.90
H -4.32 -0.75 -2.58
H -6.62 -1.94 -1.18
H -6.17 -0.28 -1.06
O -1.34 -1.06 -7.12
C -0.69 -0.18 -6.55
O 0.28 -0.45 -5.72
C 0.53 0.59 -4.79
C -0.08 1.82 -5.47
C -1.05 1.28 -6.51
H 1.59 0.73 -4.57
H -0.02 0.41 -3.87
H 0.64 2.51 -5.92
H -0.62 2.36 -4.69
H -0.85 1.64 -7.52
H -2.07 1.39 -6.14
```

Löwdin population analysis, charges in e, atoms 1 to 8:
1 Br 0.75
2 C -0.68
3 C -0.67
4 Br 0.75
5 H 0.04
6 H 0.06
7 H 0.07
8 H 0.04



Question: Among the records above, which one has the lowest total energy?
Answer: C46H72Br6O20